1.
The molecule C3H8N2O, computed with the ωB97M-V functional and the def2-TZVPD basis.

Its spin multiplicity is 1. Its HOMO energy is -0.3408 Ha. The calculation puts the frontier orbital gap at 10.171 eV. The value obtained for the total energy is -303.86832 hartree. As for the strongest force on any atom: 0.37 eV Å⁻¹.

Geometry as XYZ:
```
14
C3H8N2O the ωB97M-V functional and the def2-TZVPD basis
C -1.413 -0.993 0.286
N -0.302 -0.099 0.015
C -0.551 1.327 -0.142
C 0.957 -0.611 -0.005
O 1.221 -1.789 0.171
N 1.954 0.395 -0.278
H -1.013 -1.991 0.459
H -1.979 -0.680 1.172
H -2.104 -1.039 -0.565
H 0.234 1.777 -0.746
H -1.515 1.482 -0.633
H -0.555 1.842 0.826
H 2.536 0.017 -1.017
H 2.551 0.478 0.542
```

Charges obtained by Mulliken population analysis, quoted in units of e: C -0.99; N 0.09; C -0.93; C 0.56; O -0.64; N -0.53; H 0.33; H 0.33; H 0.31; H 0.37; H 0.30; H 0.28; H 0.26; H 0.25

2.
A cluster of 2 separate species, C4H9NO2 in total, computed with the ωB97M-V functional and the def2-TZVPD basis.

Its spin multiplicity is 1. Its HOMO energy is -0.3727 Ha. The calculation puts the frontier orbital gap at 10.600 eV. The value obtained for the total energy is -362.94888 hartree. As for the strongest force on any atom: 0.97 eV Å⁻¹.

Geometry as XYZ:
```
16
C4H9NO2 the ωB97M-V functional and the def2-TZVPD basis
C -2.713 0.678 0.732
C -2.124 -0.658 0.287
N 1.270 0.109 -0.444
C 0.947 0.594 0.646
O 0.493 0.942 1.664
O 2.404 0.633 -1.083
C 3.368 -0.404 -1.189
H -3.244 1.171 -0.090
H -3.425 0.542 1.553
H -1.932 1.362 1.081
H -1.568 -1.135 1.103
H -2.908 -1.357 -0.026
H -1.434 -0.533 -0.556
H 4.177 0.028 -1.780
H 3.744 -0.696 -0.201
H 2.947 -1.278 -1.697
```

Charges obtained by Mulliken population analysis, quoted in units of e: C -0.73; C -0.84; N -0.38; C 0.71; O -0.40; O -0.20; C -0.47; H 0.26; H 0.26; H 0.22; H 0.24; H 0.33; H 0.24; H 0.23; H 0.25; H 0.26

3.
A structure of composition C6H14N2O in a non-equilibrium geometry, computed with the ωB97M-V functional and the def2-TZVPD basis.

Its spin multiplicity is 1. Its HOMO energy is -0.3146 Ha. The calculation puts the frontier orbital gap at 9.422 eV. The value obtained for the total energy is -421.70419 hartree. As for the strongest force on any atom: 3.99 eV Å⁻¹.

Geometry as XYZ:
```
23
C6H14N2O the ωB97M-V functional and the def2-TZVPD basis
C 1.077 1.786 0.289
C 1.161 -1.219 0.485
C 0.164 0.957 -0.584
C 0.073 -0.581 -0.369
N 0.140 1.335 -1.924
N -0.048 -1.278 -1.661
H 0.515 2.243 -2.164
H 0.170 0.524 -2.546
H -1.037 -1.244 -1.938
H 0.172 -2.264 -1.554
H 0.916 1.585 1.348
H 0.919 2.855 0.119
H 2.123 1.560 0.057
H 0.846 -2.221 0.792
H 2.100 -1.306 -0.072
H 1.370 -0.663 1.400
C -1.448 -0.418 1.816
C -1.368 -0.492 0.297
O -2.333 -0.997 -0.329
H -1.059 1.058 -0.023
H -2.389 0.063 2.088
H -0.629 0.153 2.256
H -1.435 -1.434 2.219
```

Charges obtained by Mulliken population analysis, quoted in units of e: C -1.51; C -1.97; C 0.18; C 1.71; N -0.44; N -0.94; H 0.23; H 0.26; H 0.29; H 0.25; H 0.29; H 0.48; H 0.34; H 0.49; H 0.45; H 0.34; C -1.16; C 0.50; O -0.70; H -0.03; H 0.37; H 0.27; H 0.31

4.
A structure of composition C10H14BeN4O4S in a non-equilibrium geometry, computed with the ωB97M-V functional and the def2-TZVPD basis.

Its spin multiplicity is 2. The net charge is +1. Its HOMO energy (spin up / spin down) is -0.4290 / -0.4281 Ha. The calculation puts the frontier orbital gap (spin up / spin down) at 6.325 / 5.203 eV. The value obtained for the total energy is -1321.96557 hartree. As for the strongest force on any atom: 4.15 eV Å⁻¹.

Geometry as XYZ:
```
34
C10H14BeN4O4S the ωB97M-V functional and the def2-TZVPD basis
Be 0.285 -0.762 0.178
S 0.408 -3.129 -1.856
O 0.761 -4.487 -1.377
O 1.415 -2.096 -1.499
O 0.023 -3.158 -3.270
O -0.671 -2.637 -1.033
C -4.698 -1.627 1.798
C -3.276 -1.330 1.572
N -2.179 -1.073 1.348
H -4.832 -2.697 1.954
H -5.182 -1.252 0.896
H -5.134 -1.170 2.686
C 0.541 2.232 4.462
C 0.266 1.582 3.130
N -0.037 1.107 2.126
H 1.159 1.566 5.063
H -0.360 2.455 5.033
H 1.128 3.142 4.330
C 4.794 0.895 -1.182
C 3.548 0.812 -0.422
N 2.552 0.662 0.175
H 5.437 1.548 -0.592
H 4.512 1.363 -2.125
H 5.114 -0.128 -1.381
N -0.512 -0.007 -2.799
C 0.490 0.887 -2.524
C 0.077 1.678 -1.446
C -1.246 1.314 -1.125
C -1.545 0.189 -1.956
H -0.446 -0.679 -3.550
H 1.411 0.765 -3.075
H 0.585 2.470 -0.917
H -1.901 1.869 -0.470
H -2.486 -0.304 -2.151
```

Charges obtained by Mulliken population analysis, quoted in units of e: Be 1.21; S 1.15; O -0.32; O -0.57; O -0.49; O -0.48; C -0.82; C 0.21; N -0.17; H 0.29; H 0.26; H 0.31; C -0.83; C 0.26; N -0.21; H 0.29; H 0.29; H 0.28; C -0.82; C 0.35; N -0.32; H 0.32; H 0.27; H 0.31; N 0.14; C -0.52; C -0.34; C -0.34; C -0.61; H 0.29; H 0.38; H 0.41; H 0.41; H 0.40

5.
A structure of composition C38H57N6O9PSSiY in a non-equilibrium geometry, computed with the ωB97M-V functional and the def2-TZVPD basis.

Its spin multiplicity is 1. The net charge is -1. Its HOMO energy is -0.1474 Ha. The calculation puts the frontier orbital gap at 6.489 eV. The value obtained for the total energy is -3555.48593 hartree. As for the strongest force on any atom: 2.55 eV Å⁻¹.

Geometry as XYZ:
```
114
C38H57N6O9PSSiY the ωB97M-V functional and the def2-TZVPD basis
Y 0.529 -0.135 0.372
C -1.823 -0.219 4.868
O -2.523 -1.443 4.734
C -2.002 -2.441 3.929
C -2.511 -3.687 4.208
C -2.108 -4.828 3.506
C -1.170 -4.683 2.519
C -0.639 -3.423 2.188
C 0.392 -3.408 1.199
N 1.027 -2.399 0.706
N 2.079 -2.823 -0.095
C 2.770 -1.880 -0.671
O 2.578 -0.610 -0.579
C 3.884 -2.418 -1.519
C 4.862 -1.566 -2.020
C 5.878 -2.053 -2.829
C 5.939 -3.402 -3.137
C 4.977 -4.266 -2.625
C 3.956 -3.778 -1.828
C -1.045 -2.230 2.871
O -0.579 -1.084 2.571
H -2.157 0.211 5.817
H -2.076 0.451 4.049
H -0.743 -0.361 4.889
H -3.241 -3.758 5.006
H -2.508 -5.800 3.763
H -0.822 -5.549 1.965
H 0.722 -4.391 0.857
H 4.822 -0.517 -1.758
H 6.627 -1.374 -3.219
H 6.730 -3.782 -3.773
H 5.024 -5.324 -2.851
H 3.193 -4.429 -1.429
C -0.837 -0.390 -5.714
C 0.567 -0.633 -5.179
O 0.999 0.472 -4.400
P 0.934 0.550 -2.732
O -0.552 1.150 -2.479
C -1.027 2.381 -3.027
C -2.254 2.786 -2.230
O 1.786 1.937 -2.712
C 3.189 1.812 -2.967
C 3.932 2.998 -2.384
H -1.145 -1.205 -6.372
H -0.860 0.546 -6.274
H -1.532 -0.316 -4.875
H 1.279 -0.731 -6.004
H 0.588 -1.551 -4.591
H -1.267 2.232 -4.084
H -0.248 3.140 -2.953
H -3.083 2.110 -2.443
H -2.551 3.810 -2.462
H -2.015 2.701 -1.170
H 3.333 1.746 -4.050
H 3.548 0.889 -2.507
H 3.708 3.915 -2.933
H 5.008 2.817 -2.426
H 3.626 3.123 -1.348
C -1.891 -4.308 -4.456
N -2.563 -3.518 -3.457
C -3.931 -3.434 -3.253
C -4.126 -2.572 -2.237
N -2.889 -2.139 -1.827
C -1.916 -2.717 -2.559
S -0.257 -2.557 -2.418
H -2.633 -4.867 -5.021
H -1.189 -4.990 -3.977
H -1.324 -3.659 -5.125
H -4.620 -4.007 -3.848
H -5.032 -2.237 -1.766
H -2.700 -1.448 -1.089
C 4.270 1.176 2.619
N 3.225 1.894 3.326
C 3.636 2.973 4.195
C 2.594 4.077 4.219
C 1.248 3.453 4.534
N 0.956 2.377 3.608
C -0.420 2.258 3.159
C 1.924 1.602 3.045
O 1.653 0.639 2.322
H 4.919 1.891 2.108
H 3.808 0.532 1.878
H 4.868 0.578 3.313
H 4.585 3.365 3.824
H 3.813 2.601 5.214
H 2.545 4.549 3.236
H 2.850 4.830 4.966
H 0.453 4.196 4.457
H 1.245 3.066 5.563
H -1.085 2.439 4.004
H -0.603 1.258 2.777
H -0.635 2.984 2.369
C -4.214 2.194 2.677
Si -4.456 0.814 1.397
C -5.326 -0.626 2.256
C -5.618 1.496 0.058
C -2.838 0.358 0.684
C -1.728 0.032 0.277
H -5.129 2.764 2.849
H -3.439 2.889 2.347
H -3.894 1.776 3.633
H -6.244 -0.293 2.745
H -4.673 -1.058 3.017
H -5.586 -1.425 1.558
H -6.594 1.741 0.482
H -5.776 0.782 -0.753
H -5.205 2.405 -0.386
C 0.395 4.510 -0.076
O 1.659 3.937 0.264
C 1.792 2.566 0.309
O 0.699 1.970 0.079
H 0.455 5.570 0.169
H -0.415 4.037 0.482
H 0.192 4.387 -1.142
```

Mulliken atomic charge list, values in e, 99 entries: Y -0.60; C -0.38; O -0.44; C -0.38; C -0.52; C -0.81; C -0.83; C 0.84; C -0.66; N 0.55; N -0.66; C -0.32; O -0.39; C 0.52; C -0.03; C -0.90; C -0.39; C -0.71; C -0.31; C 0.46; O 0.27; H 0.31; H -0.26; H 0.37; H 0.42; H 0.36; H 0.37; H 0.12; H 0.38; H 0.39; H 0.37; H 0.40; H 0.41; C -0.97; C 0.03; O -0.45; P 0.06; O 0.60; C -0.15; C -1.01; O -0.30; C 0.18; C -1.17; H 0.42; H 0.37; H 0.00; H 0.34; H -0.01; H 0.25; H 0.09; H 0.36; H 0.45; H -0.09; H 0.30; H -0.30; H 0.32; H 0.42; H 0.14; C -0.77; N 0.31; C -0.55; C -0.52; N 0.35; C -0.14; S -0.19; H 0.32; H 0.32; H 0.22; H 0.39; H 0.46; H -0.56; C -1.02; N 0.32; C -0.74; C -0.63; C -0.79; N 0.56; C -0.63; C -0.02; O -0.53; H 0.39; H 0.08; H 0.35; H 0.41; H 0.25; H 0.22; H 0.40; H 0.47; H 0.29; H 0.88; H -0.04; H -0.17; C -1.02; Si -0.33; C -0.78; C -1.05; C -0.20; C 2.06; H 0.47

6.
A cluster of 6 separate species, C6H24N12O6 in total in a non-equilibrium geometry, computed with the ωB97M-V functional and the def2-TZVPD basis.

Its spin multiplicity is 1. Its HOMO energy is -0.3273 Ha. The calculation puts the frontier orbital gap at 8.842 eV. The value obtained for the total energy is -1351.74485 hartree. As for the strongest force on any atom: 2.84 eV Å⁻¹.

Geometry as XYZ:
```
48
C6H24N12O6 the ωB97M-V functional and the def2-TZVPD basis
C 3.999 1.618 -1.454
O 3.558 1.831 -2.569
N 3.706 2.291 -0.301
N 4.746 0.530 -1.111
H 3.457 3.246 -0.513
H 4.068 2.067 0.604
H 5.232 0.669 -0.244
H 5.200 -0.026 -1.816
C 4.321 -4.189 2.198
O 4.997 -5.010 2.829
N 4.121 -4.201 0.865
N 3.684 -3.131 2.747
H 3.372 -3.676 0.447
H 4.531 -4.924 0.298
H 3.209 -2.491 2.136
H 3.953 -3.018 3.712
C -1.702 2.886 0.020
O -1.076 1.922 0.427
N -1.268 4.189 -0.081
N -2.892 2.776 -0.630
H -0.304 4.386 0.141
H -1.617 4.738 -0.842
H -3.325 3.595 -1.000
H -3.265 1.844 -0.679
C -4.112 -1.326 2.717
O -3.033 -1.257 3.274
N -5.318 -1.138 3.335
N -4.248 -1.659 1.395
H -6.168 -1.333 2.840
H -5.410 -0.835 4.287
H -5.191 -1.772 1.069
H -3.587 -1.217 0.777
C 0.735 -0.990 0.812
O 1.593 -1.751 1.259
N -0.587 -0.960 1.014
N 1.042 -0.039 -0.119
H -0.983 -1.562 1.723
H -0.913 -0.001 1.006
H 0.415 0.733 -0.286
H 1.954 -0.027 -0.546
C -1.648 1.177 -3.691
O -0.715 1.957 -3.529
N -1.844 0.091 -2.931
N -2.603 1.371 -4.658
H -2.709 -0.398 -3.082
H -1.421 0.145 -2.018
H -3.251 0.608 -4.721
H -2.702 2.259 -5.108
```

Charges obtained by Mulliken population analysis, quoted in units of e: C 0.60; O -0.62; N -0.39; N -0.38; H 0.23; H 0.18; H 0.16; H 0.22; C 0.54; O -0.69; N -0.34; N -0.31; H 0.19; H 0.20; H 0.32; H 0.18; C 0.66; O -0.69; N -0.54; N -0.36; H 0.24; H 0.19; H 0.16; H 0.18; C 0.64; O -0.58; N -0.41; N -0.39; H 0.14; H 0.21; H 0.19; H 0.21; C 0.40; O -0.75; N -0.25; N -0.11; H 0.22; H 0.27; H 0.15; H 0.13; C 0.70; O -0.62; N -0.38; N -0.43; H 0.21; H 0.16; H 0.14; H 0.21

- The lowest strongest force on any atom belongs to which entry?
  C3H8N2O

Please write out number 1 again, unchanged.
The molecule C3H8N2O, computed with the ωB97M-V functional and the def2-TZVPD basis.

Its spin multiplicity is 1. Its HOMO energy is -0.3408 Ha. The calculation puts the frontier orbital gap at 10.171 eV. The value obtained for the total energy is -303.86832 hartree. As for the strongest force on any atom: 0.37 eV Å⁻¹.

Geometry as XYZ:
```
14
C3H8N2O the ωB97M-V functional and the def2-TZVPD basis
C -1.413 -0.993 0.286
N -0.302 -0.099 0.015
C -0.551 1.327 -0.142
C 0.957 -0.611 -0.005
O 1.221 -1.789 0.171
N 1.954 0.395 -0.278
H -1.013 -1.991 0.459
H -1.979 -0.680 1.172
H -2.104 -1.039 -0.565
H 0.234 1.777 -0.746
H -1.515 1.482 -0.633
H -0.555 1.842 0.826
H 2.536 0.017 -1.017
H 2.551 0.478 0.542
```

Charges obtained by Mulliken population analysis, quoted in units of e: C -0.99; N 0.09; C -0.93; C 0.56; O -0.64; N -0.53; H 0.33; H 0.33; H 0.31; H 0.37; H 0.30; H 0.28; H 0.26; H 0.25